Entry from the Open Molecules 2025 dataset: a structure of composition C36H28ClN9O7V at a distorted geometry (the ωB97M-V functional and the def2-TZVPD basis).

Values from the calculation:
Molar mass (g/mol): 785.07
Energy (eV): -103741.145
Highest occupied orbital energy (alpha / beta) (eV): -0.1 / -2.8
Multiplicity: 4
Energy above the lowest of the compared OMol25 structures with the same formula, charge and spin (kJ/mol): 214.5
Strongest force on any atom (eV Å⁻¹): 3.45
HOMO-LUMO gap (alpha / beta) (eV): 3.3 / 5.8
Charge: -2

```
82
Properties=species:S:1:pos:R:3:forces:R:3
H -3.5335 0.7902 -5.2009 -0.042 -0.004 -0.009
H -2.3091 -2.7924 -0.4195 -0.146 -0.121 0.041
Cl 4.8254 -7.2731 3.2405 0.034 -0.042 0.058
V -0.7724 -0.6880 -0.4347 0.580 -3.351 -0.564
C 3.7936 -4.7933 2.8523 -0.005 0.007 0.024
H 4.6163 -4.4383 3.4583 0.005 -0.002 -0.015
N -2.0384 6.9440 4.0407 0.039 -0.133 -0.107
C -2.4128 1.3981 -1.3216 -0.269 -0.025 -0.712
H -3.3715 -2.3715 0.7754 0.046 0.023 0.108
C -0.7169 1.0049 1.8095 -0.118 -0.120 -0.306
H -3.8361 7.1136 3.0779 -0.028 -0.060 -0.065
C 4.7650 2.5527 -2.8827 0.162 0.114 -0.088
C 5.0868 1.8290 -1.7134 0.080 0.002 0.033
C 0.2301 -0.4727 3.5764 -0.192 0.662 -0.403
N 0.5069 -1.7363 4.0563 0.109 -0.536 0.192
C -2.0603 3.0716 0.6108 0.115 0.306 0.076
C -1.2166 -1.3578 -3.7250 0.258 -0.092 0.267
C 4.1186 1.0951 -1.0707 -0.158 0.021 -0.083
O -4.8613 -1.0430 -3.8386 -0.161 0.125 -0.116
H -4.6006 -0.9710 -0.6562 0.020 -0.019 0.057
H -3.0136 3.2827 -2.0277 -0.025 -0.046 0.035
C -2.9565 2.2259 -2.2661 0.171 0.153 0.748
C 2.8772 -3.9076 2.3105 0.060 0.016 -0.102
N -1.1899 0.8690 0.5643 -0.480 2.804 1.568
C 2.8007 1.0532 -1.5526 -0.193 -0.022 -0.040
O 0.1403 -3.3260 -3.5440 -0.035 0.106 0.197
C -0.8245 2.2084 2.4807 -0.117 0.384 0.103
N 5.7399 3.2905 -3.5415 -0.151 -0.080 0.128
H -4.3512 -2.4552 -1.5975 -0.027 0.030 0.007
O 2.0703 -0.4171 0.1624 -0.161 0.089 -0.180
H -2.6158 3.8640 0.1291 0.020 -0.023 -0.060
H 0.9137 -6.0860 0.6420 -0.017 0.030 0.008
H 4.3473 0.5363 -0.1721 0.032 -0.013 -0.011
C -0.9377 6.2014 4.1676 -0.110 0.261 0.117
C 1.7791 0.2529 -0.8389 0.717 0.079 0.142
O 6.9254 3.3110 -3.0698 -0.026 0.007 -0.040
O -0.4282 -2.2637 -1.6590 -0.156 -0.235 0.244
C 1.8164 -4.3514 1.5180 0.108 -0.096 -0.005
C 0.3188 -2.7262 3.2755 -0.199 0.252 0.082
C -3.4089 0.8107 -4.1187 0.057 0.228 0.200
C 0.8754 -3.3687 0.8879 -0.143 0.252 0.014
N -2.1828 0.0627 -1.4303 -1.232 0.816 -1.524
C 3.6548 -6.1471 2.5942 -0.085 0.015 -0.071
C -2.9484 6.4970 3.1758 0.014 0.224 0.160
N -3.2123 1.9541 -3.5834 -0.016 -0.206 -0.575
C -0.7154 5.0201 3.4877 0.021 -0.235 -0.229
O 0.5635 0.3048 -1.3068 0.752 0.667 -0.475
H 3.2067 3.0886 -4.2569 0.023 -0.005 0.011
H 0.5070 -3.7218 3.6727 -0.040 0.016 0.029
C 1.7089 -5.7182 1.2801 -0.034 0.037 0.017
C -3.8448 -1.6231 -1.1013 0.050 0.025 -0.101
C -3.6221 -0.4958 -3.4544 0.234 -0.256 0.229
H 0.4029 0.3514 4.2548 -0.045 -0.007 -0.041
H -0.4304 2.3014 3.4825 -0.035 -0.029 0.013
C 2.6203 -6.6221 1.8097 0.031 -0.014 0.077
C -1.5059 3.2711 1.8804 0.171 -0.764 -0.313
H -4.7026 -1.9896 -3.9363 0.091 -0.010 0.007
N -2.6029 -1.5198 -3.3017 -0.144 0.093 -0.147
C -0.4052 -2.4148 -2.9376 -0.087 0.008 -0.589
H 0.3339 -3.8562 0.0832 0.009 0.049 -0.162
H 6.1027 1.8747 -1.3502 -0.002 -0.005 -0.015
H -1.0859 -3.2574 1.7966 0.093 -0.034 -0.066
H 1.4671 -2.5651 0.4503 0.024 0.047 -0.096
C -0.1524 -2.6638 1.8377 0.029 0.077 0.139
C -2.8177 5.3344 2.4416 0.053 -0.303 -0.114
C -1.8641 1.8679 -0.0357 -0.004 -0.176 0.306
C 3.4399 2.5227 -3.3670 -0.039 0.052 -0.091
C 2.4829 1.7872 -2.7070 0.088 -0.054 0.159
H 0.2171 4.4884 3.6230 -0.008 -0.010 0.027
H -0.8185 -0.3631 -3.4936 -0.030 0.002 -0.021
H 2.5337 -7.6817 1.6096 0.015 0.002 -0.011
H 2.9961 -2.8428 2.4742 0.007 -0.016 0.027
N -2.9072 -2.0508 -0.0604 0.296 -0.219 -0.450
H -1.1371 -1.5525 -4.7914 -0.014 -0.055 0.005
C -3.0589 -0.8020 -2.1141 -0.546 -0.029 0.278
C -0.2521 -0.2913 2.3118 0.358 -0.420 0.665
O 5.4223 3.9378 -4.5931 0.032 -0.009 0.016
N -0.4609 -1.2828 1.4148 0.338 -0.757 1.022
H 1.4617 1.7674 -3.0663 0.011 -0.002 -0.037
H -0.1959 6.5916 4.8563 0.057 -0.094 -0.017
H -3.6107 5.0319 1.7702 -0.014 -0.004 0.026
C -1.6785 4.5408 2.5955 -0.079 0.654 0.388
```
Positions in Å, forces in eV/Å.

***

Entry from the Open Molecules 2025 dataset: a cluster of 4 separate species, C5H21N2O3 in total at a distorted geometry (the ωB97M-V functional and the def2-TZVPD basis).

Values from the calculation:
Molar mass (g/mol): 157.23
Energy (eV): -14642.084
Highest occupied orbital energy (eV): -12.4
Multiplicity: 1
Energy above the lowest of the compared OMol25 structures with the same formula, charge and spin (kJ/mol): 166.7
Strongest force on any atom (eV Å⁻¹): 2.76
HOMO-LUMO gap (eV): 9.7
Charge: +1

```
31
Properties=species:S:1:pos:R:3:forces:R:3
H 3.3884 0.3182 0.9919 -0.331 -0.443 0.883
H -2.9377 -0.0911 0.0321 0.281 0.512 0.063
H 0.0648 -1.6083 0.4418 -0.162 0.701 0.722
C -1.2219 0.0246 1.3366 0.767 -1.322 -0.672
H 0.2631 3.6106 -1.8207 0.040 -0.138 -0.094
H 0.2995 0.9920 -0.9403 -0.190 -0.131 -0.107
H -2.4159 1.9787 -1.6476 0.055 -0.040 -0.431
O -0.0681 2.8695 -1.2971 0.057 0.362 0.455
H 2.9095 -0.8149 0.0122 -0.762 -1.127 -1.123
H -1.6301 -2.1926 -2.8999 -0.227 0.090 -0.211
H -1.1204 -0.3705 2.3521 -0.147 -0.048 -0.074
H -0.9491 -0.0242 -1.3527 1.292 -0.307 0.273
H 1.2413 1.2273 0.7549 0.253 0.262 0.088
H -2.4890 0.6572 -2.5429 -0.236 0.364 0.009
H -1.0909 1.1221 1.4846 -0.771 -0.450 -0.568
C 1.2811 0.2231 1.1634 -0.877 -1.646 0.486
O -1.7424 -1.2397 -2.9969 0.090 0.121 -0.085
H -0.0978 3.2267 -0.3961 -0.032 -0.003 -0.208
C 0.0099 -0.5090 0.5860 1.663 2.095 -0.700
H -2.1638 -1.0731 -3.8493 0.151 -0.477 -0.011
H 3.5145 -1.1718 2.8416 -0.009 0.905 1.091
H 0.7648 -0.5374 -1.3370 -0.376 -0.041 -0.611
N -2.3449 -0.5951 0.6686 -1.453 -0.699 0.771
O -2.3151 1.0219 -1.6708 -0.355 0.091 0.268
H 3.3767 -2.3604 1.7930 -0.516 -0.898 -0.402
H 1.1203 0.2845 2.2656 0.138 0.273 -0.731
C 2.6178 -0.4927 0.9835 0.961 1.800 1.220
C 2.7994 -1.5176 2.1342 1.208 0.434 -1.785
H 1.8524 -1.7566 2.5658 -0.368 -0.516 0.401
H -2.9364 -1.2043 1.2512 0.653 0.721 -0.248
N 0.0201 0.0031 -0.9080 -0.798 -0.443 1.331
```
Positions in Å, forces in eV/Å.

***

Entry from the Open Molecules 2025 dataset: an isolated molecule of C20H27N5O3S at a distorted geometry (the ωB97M-V functional and the def2-TZVPD basis).

Values from the calculation:
Molar mass (g/mol): 417.53
Energy (eV): -45606.792
Highest occupied orbital energy (eV): -8.8
Multiplicity: 1
Energy above the lowest of the compared OMol25 structures with the same formula, charge and spin (kJ/mol): 160.5
Strongest force on any atom (eV Å⁻¹): 1.02
HOMO-LUMO gap (eV): 9.4
SMILES string: O=C([C@H]1CCCN(S(=O)(=O)c2cnc[nH]2)C1)N1CCN(Cc2ccccc2)CC1

```
56
Properties=species:S:1:pos:R:3:forces:R:3
H -3.7464 -2.5556 -0.8748 0.005 0.027 -0.032
C 2.6240 -3.1965 0.9946 0.057 -0.023 -0.282
C 3.5784 -2.2549 0.2580 0.311 -0.331 0.620
N 2.9131 -1.0605 -0.2193 0.027 0.702 0.738
O -0.4440 -2.4094 -2.3179 0.200 0.102 -0.295
C 1.7457 -1.3232 -1.0259 -0.661 0.125 -0.310
C 3.1064 1.5694 -0.1809 -0.164 -0.410 0.290
H -1.0886 -2.5689 1.5349 -0.013 -0.023 -0.021
H 1.3079 -0.3608 -1.2982 -0.071 -0.105 -0.217
H 2.0460 -1.8370 -1.9425 -0.007 0.095 0.065
N 2.1297 2.4677 -0.5105 -0.186 0.055 0.064
H 2.1713 4.1980 -1.7670 -0.231 0.151 -0.029
H 4.0124 -2.7564 -0.6128 -0.003 0.074 0.022
C -3.1399 -0.4737 -0.9307 -0.057 -0.285 -0.084
C -3.7293 1.1030 0.8284 -0.017 -0.080 0.025
C 0.7307 -2.1705 -0.2481 0.002 -0.069 -0.339
N 3.9559 3.0966 -1.5621 0.372 0.287 -0.283
H -4.6338 1.3221 0.2543 0.012 0.039 0.078
H -3.9866 1.1064 1.8917 -0.041 0.070 -0.053
H 0.4963 -1.6129 0.6593 -0.049 -0.121 -0.084
O 1.3183 0.3951 1.2128 0.137 -0.005 -0.205
H 0.0946 4.7487 -0.1817 0.062 0.070 -0.004
C -0.6695 4.0109 0.0187 -0.011 0.086 0.017
H -1.7715 1.9965 2.4912 -0.013 -0.082 0.115
H 1.1876 2.4445 -0.1416 -0.002 0.066 -0.095
C -0.7281 3.3873 1.2555 0.076 0.060 0.057
N -1.7132 -2.3631 -0.4633 -0.384 -0.131 0.030
S 2.7040 0.1952 0.8554 0.392 0.480 -0.520
H -2.8195 -2.7614 1.2209 0.116 0.017 0.053
C -0.5173 -2.3310 -1.1041 0.356 -0.143 0.311
C 1.3961 -3.4950 0.1336 -0.084 0.108 0.229
H -2.7078 -2.1288 -2.2656 -0.083 -0.009 0.129
H -4.0469 -0.1517 -1.4474 0.027 0.048 -0.046
H 0.6957 -4.1300 0.6807 0.005 -0.058 -0.041
C -2.6049 2.7790 -0.6833 -0.002 0.014 0.061
H -1.2605 -0.1351 1.0273 -0.034 -0.058 0.040
C 2.6972 3.3682 -1.3403 -0.231 -0.062 0.109
C -2.8920 -1.9603 -1.2046 -0.099 0.220 -0.421
H -1.5734 4.1905 -1.9142 -0.002 0.046 -0.075
C -1.7262 2.4664 1.5201 -0.074 0.031 -0.077
H 1.6918 -4.0239 -0.7752 -0.043 -0.071 -0.050
H -2.4010 -0.5859 2.3198 0.059 0.042 0.038
C -1.9260 -2.1872 0.9550 0.142 0.333 0.334
O 3.6634 0.0677 1.9085 0.193 -0.191 -0.175
H -0.0001 3.6227 2.0181 0.069 0.029 0.069
H 4.3785 -1.9226 0.9195 0.081 -0.231 -0.109
C -2.6768 2.1513 0.5553 -0.050 0.024 0.033
H -2.2828 0.0961 -1.3314 -0.069 -0.024 -0.029
H 2.3101 -2.7147 1.9239 0.018 -0.045 0.082
C -2.1743 -0.7084 1.2580 -0.041 -0.311 0.054
H 3.1483 -4.1196 1.2457 0.015 0.007 0.067
C 4.2304 1.9791 -0.8501 -0.113 -0.320 0.286
H -3.3426 2.5534 -1.4402 -0.082 -0.037 -0.072
H 5.2047 1.5368 -0.8505 0.211 -0.176 0.026
N -3.3251 -0.2574 0.4935 -0.058 -0.040 0.033
C -1.6106 3.7037 -0.9505 0.027 0.032 -0.127
```
Positions in Å, forces in eV/Å.

***

Entry from the Open Molecules 2025 dataset: an isolated molecule of C4H10N4 at a distorted geometry (the ωB97M-V functional and the def2-TZVPD basis).

Values from the calculation:
Molar mass (g/mol): 114.15
Energy (eV): -10268.828
Highest occupied orbital energy (eV): -8.3
Multiplicity: 1
Energy above the lowest of the compared OMol25 structures with the same formula, charge and spin (kJ/mol): 195.2
Strongest force on any atom (eV Å⁻¹): 3.46
HOMO-LUMO gap (eV): 9.1
SMILES string: CN[C@@H](N)[C@@H](N)C#N

```
18
Properties=species:S:1:pos:R:3:forces:R:3
N 1.1636 -0.0302 -1.5710 0.176 -0.101 0.637
C -0.2211 1.7814 -0.6700 0.345 2.158 -2.206
H -1.3837 -0.3130 1.6525 0.303 -0.077 -0.423
C -1.8815 -0.5667 -0.2936 -0.305 0.601 -0.018
H 1.1451 -1.2538 2.2354 -0.056 0.101 -0.211
C 0.5210 0.1705 0.9231 -2.614 -1.785 -1.394
H -2.5475 -1.4016 -0.0516 0.402 -0.276 -0.020
N -0.8560 2.6351 -1.1553 0.800 -1.806 1.414
N 1.2982 -0.9671 1.2744 1.741 -0.237 -0.122
H 1.9581 0.3172 -2.1069 -0.355 0.005 0.087
H 1.4578 -0.9474 -1.2357 -0.104 0.229 -0.041
H -2.5659 0.2865 -0.2960 0.128 0.227 -0.691
H -1.4247 -0.7503 -1.2683 -0.114 0.217 0.097
C 0.9416 0.8569 -0.4146 -0.719 -0.086 0.991
H 0.9785 -1.7306 0.6763 0.158 0.153 0.499
N -0.8990 -0.4226 0.7608 0.311 0.417 1.797
H 0.4753 0.8834 1.7520 0.235 0.110 -0.392
H 1.8403 1.4524 -0.2116 -0.332 0.151 -0.003
```
Positions in Å, forces in eV/Å.